The following is a DFT calculation (the ωB97M-V functional and the def2-TZVPD basis) of an isolated ion of composition C3H8NO3 and charge +1 at a distorted geometry.

Calculated values
frontier orbital gap: 10.29 eV
SMILES string: [NH3+][C@@H](O)C(=O)CO
relative energy (zero: lowest compared OMol25 entry of this formula, charge and spin): 307.3 kJ/mol
DFT total energy: -399.2342 hartree
LUMO level: -4.00 eV

The geometry in ORCA input format:
```
! wB97M-V def2-TZVPD RIJCOSX def2/J DEFGRID3
* xyz 1 1
N -0.63423 -0.35804 -2.08609
C 0.43515 -0.03455 -0.71151
O 1.64414 -0.37604 -1.24403
C 0.87311 1.31919 0.29408
O 1.28584 2.28574 -0.24339
C 0.79899 0.82136 1.74568
O -0.50844 0.27241 1.97766
H 0.09773 -0.61475 -2.89479
H -1.22325 -1.18128 -1.77698
H -1.31698 0.26501 -2.42097
H -0.04771 -0.70996 -0.01202
H 2.24547 0.32341 -1.11640
H 0.93903 1.62600 2.44536
H 1.45095 -0.07882 1.78116
H -0.95518 1.07626 2.36284
*
```

The following is a DFT calculation (the ωB97M-V functional and the def2-TZVPD basis) of C13H19F in the gas phase at a distorted geometry.

Calculated values
frontier orbital gap: 9.80 eV
SMILES string: CCCCC#C[C@@]1(F)[C@@H]2CCCC[C@@H]21
DFT total energy: -606.4558 hartree
LUMO level: 0.96 eV

The geometry in ORCA input format:
```
! wB97M-V def2-TZVPD RIJCOSX def2/J DEFGRID3
* xyz 0 1
C -3.94814 3.76149 1.31546
C -3.91950 2.66195 0.30444
C -2.57587 1.85164 0.41779
C -2.61482 0.63588 -0.47877
C -1.34704 -0.01112 -0.42842
C -0.28071 -0.51249 -0.24927
C 0.95005 -1.14357 0.11073
F 1.08665 -1.12259 1.46169
C 1.36987 -2.45457 -0.58469
C 1.92743 -3.64381 0.18194
C 3.03636 -3.42366 1.25100
C 4.08808 -2.60530 0.50613
C 3.49753 -1.24067 0.15125
C 2.28767 -1.22653 -0.67695
H -2.95045 4.12288 1.63337
H -4.48481 3.48335 2.17140
H -4.57990 4.52240 0.93889
H -4.82092 2.05030 0.59143
H -3.94180 2.98336 -0.80117
H -1.57551 2.38344 0.22357
H -2.39691 1.59787 1.46852
H -2.92655 0.95863 -1.59209
H -3.36806 0.05961 -0.13958
H 0.82558 -2.72542 -1.58580
H 2.25046 -4.23462 -0.67749
H 1.03179 -4.08538 0.60311
H 3.48129 -4.36747 1.62748
H 2.61681 -2.88417 2.04108
H 4.99728 -2.61599 1.05204
H 4.42897 -3.25531 -0.43794
H 3.17887 -0.83198 1.11976
H 4.37621 -0.85086 -0.35967
H 2.32733 -0.76922 -1.67401
*
```

The following is a DFT calculation (the ωB97M-V functional and the def2-TZVPD basis) of a 3-piece molecular cluster, C20H29F2IN2O3P overall at a distorted geometry.

Calculated values
frontier orbital gap: 7.86 eV
relative energy (zero: lowest compared OMol25 entry of this formula, charge and spin): 0.0 kJ/mol
DFT total energy: -1953.3521 hartree
LUMO level: -3.49 eV

The geometry in ORCA input format:
```
! wB97M-V def2-TZVPD RIJCOSX def2/J DEFGRID3
* xyz 1 1
N 1.26976 -3.04568 0.05052
C 0.47314 -3.04183 -1.17304
C 0.02563 -1.64825 -1.71053
C -0.22946 -0.55612 -0.67031
C -1.66037 -0.38085 -0.12254
I -1.63878 1.56395 0.86212
C -2.77908 -0.34741 -1.19306
C -3.78537 -1.50656 -1.06542
C -3.02906 -2.79619 -0.79148
P -4.12370 -4.28781 -0.94232
O -5.49803 -3.95784 -0.57991
O -3.44356 -5.44184 -0.08318
O -3.90606 -4.83848 -2.40289
N -2.36052 -2.73434 0.54284
C -2.01480 -1.33289 1.00542
H 0.72565 -3.16744 0.89013
H 1.85965 -2.22592 0.12142
H 1.09131 -3.48152 -1.95461
H -0.35792 -3.74040 -1.03678
H 0.84266 -1.29273 -2.33521
H -0.81495 -1.79226 -2.38798
H 0.43698 -0.66332 0.18252
H 0.03536 0.39494 -1.12859
H -2.37110 -0.30303 -2.19905
H -3.35516 0.56426 -1.06966
H -4.51535 -1.31048 -0.28224
H -4.33677 -1.62252 -1.99479
H -2.28263 -2.90776 -1.57534
H -3.63228 -5.32315 0.85287
H -4.13626 -4.18024 -3.06798
H -3.01007 -3.09794 1.24061
H -1.54334 -3.34607 0.58341
H -2.90349 -0.95280 1.50402
H -1.24058 -1.37863 1.76690
F 1.31959 3.03397 -1.45313
C 1.25812 4.22698 -0.81070
C 2.42953 4.89191 -0.51647
C 2.35025 6.11286 0.13939
C 1.11559 6.64051 0.49452
C -0.04858 5.94830 0.19018
C 0.02039 4.73201 -0.47354
H 3.38115 4.46068 -0.79848
H 3.25714 6.65381 0.37217
H 1.06196 7.59080 1.00751
H -1.01135 6.35436 0.46927
H -0.87086 4.17776 -0.73351
F 3.34246 -1.00295 -0.06041
C 3.67643 -0.10126 0.90852
C 3.02886 1.11608 0.92704
C 3.36237 2.02693 1.91950
C 4.33309 1.70930 2.85976
C 4.97087 0.47691 2.81273
C 4.64040 -0.44548 1.83027
H 2.28395 1.34857 0.17708
H 2.86358 2.98653 1.95438
H 4.59361 2.42350 3.62875
H 5.73016 0.23091 3.54203
H 5.11981 -1.41383 1.77730
*
```

The following is a DFT calculation (the ωB97M-V functional and the def2-TZVPD basis) of a 5-piece molecular cluster, C30H43BrINO15S2 overall.

Calculated values
frontier orbital gap: 8.68 eV
SMILES string: O=S(=O)(O)CCCN1c2ccc(CCCI)cc2Sc2c(Br)cccc21.COC(=O)OC.COC(=O)OC.COC(=O)OC.COC(=O)OC
DFT total energy: -6020.4197 hartree
LUMO level: 0.33 eV

The geometry in ORCA input format:
```
! wB97M-V def2-TZVPD RIJCOSX def2/J DEFGRID3
* xyz 0 1
O -2.95351 -1.63008 6.20909
S -1.96767 -2.61823 6.51705
O -1.43957 -2.66320 7.84608
O -2.56702 -4.05380 6.15603
C -0.63583 -2.59291 5.34826
C -0.48356 -1.21009 4.69237
C 0.30219 -1.39839 3.40853
N 0.84567 -0.13300 2.88563
C -0.11835 0.92525 2.82816
C -0.09884 1.93697 3.78260
C -1.02558 2.96617 3.75149
C -2.00025 3.03359 2.75236
C -2.96381 4.19592 2.76635
C -4.02762 4.21626 1.67403
C -3.55177 4.53052 0.26430
I -2.30747 6.27486 0.12248
C -2.01276 2.03045 1.79016
C -1.08605 0.99365 1.83290
S -1.08423 -0.26383 0.57833
C 0.67566 -0.45969 0.44044
C 1.29623 -0.71358 -0.78001
Br 0.27914 -0.91735 -2.36722
C 2.67685 -0.82508 -0.86662
C 3.44962 -0.67684 0.27604
C 2.83005 -0.44558 1.50108
C 1.44873 -0.34520 1.60557
H -3.29745 -4.22642 6.76692
H 0.26706 -2.82697 5.89856
H -0.83890 -3.32930 4.57859
H 0.02402 -0.54077 5.38157
H -1.47500 -0.80136 4.51788
H 1.14975 -2.04728 3.62860
H -0.32899 -1.93389 2.69617
H 0.65586 1.90801 4.55325
H -0.99794 3.74479 4.49748
H -3.47991 4.16364 3.72583
H -2.38901 5.11786 2.77752
H -4.76742 4.96011 1.95140
H -4.50732 3.23901 1.67180
H -2.99276 3.73474 -0.20689
H -4.41331 4.72515 -0.36207
H -2.73420 2.02440 0.99062
H 3.16841 -1.01036 -1.80789
H 4.52576 -0.72919 0.27044
H 3.41631 -0.33162 2.40094
C 8.00201 -3.52301 0.25866
O 7.37063 -2.75997 1.28953
C 8.01112 -2.78248 2.45806
O 9.03253 -3.37140 2.69152
O 7.32163 -2.03779 3.32224
C 7.89904 -1.97161 4.62832
H 7.37926 -3.41593 -0.62473
H 8.99776 -3.13682 0.05029
H 8.05836 -4.57311 0.53811
H 8.89134 -1.52698 4.58712
H 7.95232 -2.96246 5.07495
H 7.24274 -1.34085 5.22064
C 1.27971 1.42944 -5.20287
O 2.39240 2.26909 -5.51899
C 3.57142 1.74838 -5.18872
O 3.75097 0.68003 -4.66279
O 4.52177 2.61553 -5.53517
C 5.84902 2.18358 -5.23255
H 0.38434 1.96226 -5.51021
H 1.34030 0.48856 -5.74802
H 1.23585 1.23974 -4.13358
H 6.08535 1.26512 -5.76651
H 5.96938 2.03422 -4.16116
H 6.51150 2.97737 -5.56483
C -1.50797 -5.25883 -8.10568
O -0.36867 -4.56627 -7.59302
C -0.37247 -4.41434 -6.26824
O -1.22948 -4.80167 -5.51818
O 0.73271 -3.75860 -5.92241
C 0.86017 -3.52193 -4.51684
H -1.37495 -5.31010 -9.18236
H -1.56110 -6.26617 -7.69728
H -2.42288 -4.71540 -7.87752
H 0.90109 -4.46363 -3.97128
H 0.03729 -2.91445 -4.15141
H 1.79230 -2.98436 -4.37021
C -9.13752 5.38986 -0.48076
O -7.99967 4.52439 -0.48166
C -8.24874 3.29131 -0.91999
O -9.31225 2.87610 -1.29496
O -7.11109 2.59701 -0.87010
C -7.23251 1.24254 -1.31311
H -8.79095 6.34803 -0.10502
H -9.52578 5.51404 -1.48961
H -9.91436 5.00148 0.17476
H -7.54997 1.20587 -2.35317
H -7.93479 0.69560 -0.68736
H -6.24431 0.80124 -1.22011
*
```

The following is a DFT calculation (the ωB97M-V functional and the def2-TZVPD basis) of C2Cl2F3NO in the gas phase at a distorted geometry.

Calculated values
frontier orbital gap (alpha / beta): 9.16 / 9.16 eV
SMILES string: [O-][N+](=C(Cl)Cl)C(F)(F)F
relative energy (zero: lowest compared OMol25 entry of this formula, charge and spin): 132.4 kJ/mol
DFT total energy: -1426.0877 hartree
LUMO level (alpha / beta): 0.09 / 0.08 eV

The geometry in ORCA input format:
```
! wB97M-V def2-TZVPD RIJCOSX def2/J DEFGRID3
* xyz 0 1
O -0.40888 -1.51952 0.71924
N -0.13279 -0.56671 -0.05680
C -0.25190 -0.79964 -1.37642
Cl -0.87138 -2.35632 -1.88850
Cl -0.00500 0.45262 -2.52425
C 0.46265 0.76077 0.70457
F -0.05260 1.83287 0.11565
F 1.75501 0.74691 0.68739
F -0.06568 0.67125 1.89715
*
```

The following is a DFT calculation (the ωB97M-V functional and the def2-TZVPD basis) of C3H6Cl2S2 as an isolated structure at a distorted geometry.

Calculated values
frontier orbital gap: 9.57 eV
relative energy (zero: lowest compared OMol25 entry of this formula, charge and spin): 162.8 kJ/mol
DFT total energy: -1834.5918 hartree
LUMO level: 0.48 eV

The geometry in ORCA input format:
```
! wB97M-V def2-TZVPD RIJCOSX def2/J DEFGRID3
* xyz 0 1
C -0.46540 0.00717 -1.31441
C 1.51776 0.01117 0.73009
C -0.40427 0.15894 0.17761
S -0.79077 1.81272 0.69022
S -1.27086 -1.10183 1.10605
Cl 2.42625 -1.49560 0.23463
Cl 2.54012 1.32940 0.19251
H -0.06929 -1.02072 -1.54472
H -0.05407 0.81753 -1.82355
H -1.54924 -0.03746 -1.80774
H 1.42011 -0.10126 1.74614
H -1.80320 1.50466 1.49078
H -1.49714 -1.88472 0.12239
*
```

The following is a DFT calculation (the ωB97M-V functional and the def2-TZVPD basis) of a 2-piece molecular cluster, C4H13NO2 overall at a distorted geometry.

Calculated values
frontier orbital gap: 9.65 eV
SMILES string: CNCCCO.O
relative energy (zero: lowest compared OMol25 entry of this formula, charge and spin): 98.5 kJ/mol
DFT total energy: -365.4050 hartree
LUMO level: 0.85 eV

The geometry in ORCA input format:
```
! wB97M-V def2-TZVPD RIJCOSX def2/J DEFGRID3
* xyz 0 1
C 0.01542 -0.08077 -1.95003
N -0.53894 0.62774 -0.79149
C -0.56763 -0.19384 0.41639
C -0.47079 0.70263 1.65406
C 0.95011 1.21786 1.85113
O 1.28029 2.32037 1.01223
H 0.23553 0.61057 -2.75728
H -0.72950 -0.80041 -2.28582
H 0.90890 -0.66444 -1.68544
H 0.06179 1.42300 -0.62366
H 0.30444 -0.84723 0.42132
H -1.45232 -0.83088 0.39932
H -0.68771 0.05858 2.50569
H -1.20250 1.49297 1.47401
H 1.11921 1.46832 2.89820
H 1.62563 0.42184 1.57672
H 1.16038 3.14449 1.49733
O -0.72191 -3.66443 -1.58536
H -0.06265 -3.55074 -2.28362
H -1.22777 -2.85565 -1.74372
*
```

The following is a DFT calculation (the ωB97M-V functional and the def2-TZVPD basis) of a 6-piece molecular cluster, C40H72BF5NO5 overall at a distorted geometry.

Calculated values
frontier orbital gap: 6.36 eV
relative energy (zero: lowest compared OMol25 entry of this formula, charge and spin): 30.8 kJ/mol
DFT total energy: -2522.5150 hartree
LUMO level: 1.94 eV

The geometry in ORCA input format:
```
! wB97M-V def2-TZVPD RIJCOSX def2/J DEFGRID3
* xyz -1 1
C -6.92322 1.90185 -7.26837
C -6.20753 0.68614 -6.68817
C -4.84505 0.43362 -7.32523
C -4.15419 -0.75705 -6.66566
C -2.74585 -1.00870 -7.23749
C -1.70721 -0.33906 -6.33956
C -1.38034 -1.21946 -5.12573
C -0.79670 -0.42456 -3.93832
C 0.63009 -0.83372 -3.52580
C 1.53958 0.37981 -3.24831
C 2.64044 0.08588 -2.23294
C 2.18176 0.26459 -0.76776
C 3.12829 1.16128 0.06238
C 4.18495 0.30342 0.78591
C 3.67296 -0.14441 2.18130
B 4.58513 0.39703 3.42802
C 4.26038 -0.38625 4.83684
N 4.31785 -1.87345 4.69469
C 2.99292 -2.47275 4.90085
C 4.50688 2.01136 3.69196
F 4.65882 2.79573 2.55126
F 5.58961 2.38508 4.49578
C 3.27176 2.52630 4.40183
C 3.36008 3.21713 5.61349
C 2.21450 3.69741 6.25680
C 0.94960 3.49372 5.71017
C 0.85070 2.80040 4.50147
C -0.49262 2.55549 3.89891
F -0.46610 1.72693 2.85118
F -1.08824 3.68001 3.47424
F -1.33679 2.00292 4.79223
C 1.99560 2.33881 3.85654
H -6.44023 2.81017 -6.91767
H -6.95374 1.88285 -8.35359
H -7.94499 1.92146 -6.89234
H -6.02938 0.84714 -5.62575
H -6.82434 -0.20338 -6.79060
H -4.95853 0.22026 -8.38792
H -4.23090 1.32933 -7.22468
H -4.03806 -0.54106 -5.60539
H -4.78511 -1.63246 -6.78460
H -2.68765 -0.65154 -8.26434
H -2.58182 -2.08020 -7.26414
H -0.77101 -0.13450 -6.85922
H -2.09473 0.61526 -5.98278
H -2.27557 -1.74741 -4.80034
H -0.67817 -1.97902 -5.46465
H -0.78070 0.62626 -4.21938
H -1.46781 -0.49775 -3.08481
H 0.62101 -1.50019 -2.66722
H 1.05869 -1.37809 -4.36434
H 0.91703 1.20485 -2.90954
H 1.99107 0.67150 -4.19632
H 3.48016 0.74880 -2.43646
H 3.00709 -0.92685 -2.39503
H 1.17162 0.67256 -0.78144
H 2.16665 -0.71431 -0.29617
H 3.59760 1.86667 -0.62417
H 2.51920 1.69337 0.78632
H 4.41680 -0.55535 0.15994
H 5.06468 0.92846 0.92321
H 2.60251 0.07562 2.25250
H 3.74389 -1.23306 2.22384
H 5.75634 0.14310 3.15614
H 5.03419 -0.08800 5.54982
H 3.28695 -0.11061 5.26595
H 4.88363 -2.23067 5.45320
H 2.27320 -2.01953 4.22611
H 3.02662 -3.55275 4.78546
H 2.64006 -2.24676 5.92138
H 4.31004 3.39448 6.08844
H 2.30476 4.24096 7.18466
H 0.05736 3.86572 6.19036
H 1.90371 1.82292 2.91538
C 4.52345 -7.11130 5.58626
C 3.13078 -6.52666 5.53665
O 2.76933 -5.83485 4.61760
C 2.21525 -6.84368 6.69721
H 5.07438 -6.80481 4.70040
H 5.04773 -6.75387 6.47402
H 4.47141 -8.20119 5.61872
H 2.65032 -6.47572 7.62780
H 2.06890 -7.92255 6.77533
H 1.25312 -6.36224 6.53936
C -3.10402 4.27297 9.36720
C -2.37110 5.06945 8.31296
O -1.16727 5.05181 8.23058
C -3.21663 5.88474 7.36300
H -2.38416 3.73362 9.97813
H -3.68623 4.94130 10.00397
H -3.77765 3.55759 8.89313
H -3.80331 6.61799 7.91924
H -3.89455 5.23138 6.81169
H -2.57089 6.40317 6.65829
C -3.59135 -6.38743 -6.98060
C -4.11684 -5.13545 -6.31896
O -3.87116 -4.03680 -6.75714
C -4.96189 -5.31934 -5.08153
H -3.00163 -6.11601 -7.85305
H -2.96317 -6.94299 -6.28276
H -4.42217 -7.02230 -7.29267
H -4.38723 -5.83302 -4.30932
H -5.84737 -5.91170 -5.31780
H -5.27245 -4.34676 -4.70674
C 8.62435 1.33751 -0.10464
C 7.83918 1.39892 -1.39136
O 7.57263 0.40196 -2.02059
C 7.39280 2.76510 -1.85647
H 8.87172 0.30244 0.11738
H 9.54612 1.91526 -0.20040
H 8.02932 1.74254 0.71590
H 8.26065 3.40434 -2.02957
H 6.75435 3.22439 -1.10003
H 6.83199 2.66520 -2.78320
C -7.04448 1.37467 -1.28742
C -7.81246 1.37803 -2.58715
O -8.16965 0.35228 -3.11681
C -8.11454 2.72712 -3.19783
H -6.89380 0.34968 -0.95766
H -6.07293 1.85166 -1.42470
H -7.60048 1.91900 -0.52248
H -7.18444 3.25623 -3.41089
H -8.72014 3.32065 -2.51118
H -8.66456 2.58534 -4.12550
*
```